(1)
{"formula": "C53H37IN2O12S", "method": "ωB97M-V with the def2-TZVPD basis set", "species": ["C", "C", "C", "I", "C", "N", "C", "S", "O", "C", "O", "O", "C", "N", "C", "O", "O", "C", "C", "C", "O", "H", "H", "H", "H", "H", "H", "H", "H", "H", "H", "H", "H", "H", "O", "C", "C", "C", "C", "C", "C", "C", "C", "O", "C", "C", "C", "C", "C", "C", "H", "H", "H", "H", "H", "H", "H", "H", "O", "C", "C", "C", "C", "C", "C", "C", "C", "O", "C", "C", "C", "C", "C", "C", "H", "H", "H", "H", "H", "H", "H", "H", "O", "C", "C", "C", "C", "C", "C", "C", "C", "O", "C", "C", "C", "C", "C", "C", "H", "H", "H", "H", "H", "H", "H", "H"], "xyz": [[0.642, -4.921, -0.879], [0.894, -3.713, -1.774], [1.563, -2.594, -0.938], [3.355, -1.954, -1.944], [0.628, -1.415, -0.541], [0.936, -0.171, -1.219], [0.431, -0.015, -2.310], [-0.091, 0.228, -3.748], [1.021, -1.136, 0.831], [0.244, -1.817, 1.685], [0.441, -1.953, 2.846], [-0.820, -2.338, 0.985], [-0.860, -1.694, -0.241], [-1.450, -0.340, 0.078], [-2.334, 0.048, -0.669], [-3.161, 0.524, -1.357], [-1.634, -2.241, -1.231], [-2.342, -3.441, -0.894], [-2.906, -4.107, -2.179], [-2.688, -3.295, -3.428], [-4.279, -4.379, -1.989], [0.080, -4.699, 0.020], [0.185, -5.747, -1.404], [1.611, -5.289, -0.559], [0.029, -3.377, -2.328], [1.613, -4.033, -2.510], [1.893, -3.042, -0.019], [-3.198, -3.196, -0.280], [-1.716, -4.165, -0.401], [-2.370, -5.044, -2.312], [-2.882, -3.946, -4.271], [-3.382, -2.469, -3.502], [-1.663, -2.977, -3.518], [-4.334, -5.084, -1.347], [-0.854, 1.009, 7.812], [0.356, 0.962, 7.735], [1.200, 1.026, 8.962], [0.586, 1.119, 10.204], [1.355, 1.144, 11.354], [2.742, 1.073, 11.270], [3.359, 0.996, 10.033], [2.592, 0.978, 8.875], [3.273, 0.912, 7.551], [4.484, 0.924, 7.476], [2.430, 0.827, 6.328], [3.044, 0.729, 5.085], [2.273, 0.618, 3.942], [0.886, 0.604, 4.032], [0.268, 0.714, 5.265], [1.036, 0.831, 6.418], [-0.492, 1.169, 10.267], [0.875, 1.212, 12.322], [3.340, 1.081, 12.171], [4.437, 0.947, 9.964], [4.122, 0.736, 5.018], [2.752, 0.538, 2.974], [0.288, 0.513, 3.140], [-0.810, 0.706, 5.337], [-5.646, 7.266, 1.787], [-5.956, 6.093, 1.754], [-5.390, 5.181, 0.722], [-4.478, 5.681, -0.199], [-3.916, 4.837, -1.142], [-4.261, 3.490, -1.168], [-5.181, 2.990, -0.263], [-5.753, 3.833, 0.681], [-6.753, 3.283, 1.637], [-7.107, 2.125, 1.569], [-7.303, 4.189, 2.683], [-8.210, 3.688, 3.607], [-8.707, 4.510, 4.604], [-8.299, 5.838, 4.682], [-7.405, 6.346, 3.756], [-6.907, 5.527, 2.751], [-4.208, 6.728, -0.173], [-3.202, 5.227, -1.855], [-3.812, 2.831, -1.897], [-5.454, 1.944, -0.286], [-8.522, 2.655, 3.547], [-9.411, 4.117, 5.325], [-8.682, 6.476, 5.467], [-7.089, 7.378, 3.813], [6.599, 0.094, -9.413], [6.156, -0.705, -8.615], [6.629, -0.716, -7.203], [7.574, 0.216, -6.795], [7.996, 0.242, -5.477], [7.475, -0.665, -4.559], [6.546, -1.607, -4.965], [6.123, -1.641, -6.287], [5.135, -2.672, -6.709], [4.734, -3.507, -5.925], [4.646, -2.647, -8.115], [3.698, -3.577, -8.521], [3.211, -3.547, -9.816], [3.670, -2.588, -10.713], [4.624, -1.667, -10.318], [5.120, -1.695, -9.021], [7.973, 0.923, -7.509], [8.728, 0.972, -5.160], [7.796, -0.636, -3.526], [6.144, -2.316, -4.254], [3.340, -4.319, -7.821], [2.470, -4.271, -10.130], [3.282, -2.561, -11.723], [4.984, -0.922, -11.014]], "max_force_ev_per_a": 2.643, "smiles": "CC[C@@H](I)[C@]1(N=C=S)OC(=O)O[C@]1(N=C=O)OC[C@H](C)O.O=C1c2ccccc2C(=O)c2ccccc21.O=C1c2ccccc2C(=O)c2ccccc21.O=C1c2ccccc2C(=O)c2ccccc21", "homo_ev": -9.46}

=====

(2)
{"formula": "C53H40Br2ClFN3O2PW", "method": "ωB97M-V with the def2-TZVPD basis set", "species": ["W", "Cl", "C", "C", "C", "C", "O", "C", "C", "N", "C", "C", "C", "C", "C", "C", "C", "C", "N", "C", "C", "H", "H", "H", "H", "H", "H", "H", "H", "H", "H", "C", "C", "C", "C", "C", "C", "C", "P", "C", "C", "C", "C", "C", "C", "C", "C", "C", "C", "C", "C", "C", "C", "H", "H", "H", "H", "H", "H", "H", "H", "H", "H", "H", "H", "H", "H", "H", "H", "H", "H", "H", "H", "C", "C", "C", "C", "C", "C", "Br", "C", "C", "Br", "C", "O", "C", "N", "H", "H", "H", "H", "H", "H", "F", "C", "C", "C", "C", "C", "C", "H", "H", "H", "H"], "xyz": [[-0.102, -0.117, -0.312], [-0.437, 2.285, 6.785], [-0.636, 1.788, 5.138], [-1.843, 2.044, 4.487], [-2.007, 1.650, 3.174], [-0.984, 0.986, 2.493], [-1.107, 0.598, 1.251], [0.241, 0.712, 3.170], [1.260, -0.033, 2.560], [1.231, -0.655, 1.355], [2.229, -1.606, 1.135], [3.311, -1.891, 1.987], [4.281, -2.808, 1.630], [4.204, -3.503, 0.445], [3.111, -3.304, -0.410], [2.966, -4.029, -1.609], [1.884, -3.742, -2.414], [0.978, -2.772, -2.032], [1.040, -2.071, -0.873], [2.117, -2.345, -0.070], [0.398, 1.147, 4.504], [-2.638, 2.548, 5.010], [-2.930, 1.835, 2.650], [2.113, -0.203, 3.207], [3.449, -1.384, 2.927], [5.113, -2.968, 2.298], [4.967, -4.204, 0.151], [3.697, -4.776, -1.873], [1.731, -4.268, -3.341], [0.165, -2.525, -2.692], [1.329, 0.951, 5.018], [4.161, 0.846, 0.808], [4.429, 2.311, 0.691], [5.686, 2.809, 1.005], [5.944, 4.167, 0.973], [4.926, 5.038, 0.630], [3.672, 4.550, 0.306], [3.399, 3.183, 0.324], [1.723, 2.514, -0.164], [0.827, 4.131, -0.024], [0.351, 4.789, -1.156], [-0.133, 6.081, -1.085], [-0.207, 6.723, 0.139], [0.155, 6.036, 1.282], [0.672, 4.746, 1.224], [1.072, 4.073, 2.498], [1.991, 2.559, -1.993], [2.548, 3.642, -2.664], [2.450, 3.745, -4.040], [1.745, 2.791, -4.757], [1.278, 1.663, -4.112], [1.454, 1.500, -2.737], [1.272, 0.175, -2.087], [5.037, 0.304, 1.157], [3.847, 0.422, -0.146], [3.355, 0.717, 1.527], [6.473, 2.124, 1.293], [6.927, 4.540, 1.218], [5.100, 6.104, 0.622], [2.898, 5.258, 0.054], [0.365, 4.301, -2.118], [-0.453, 6.578, -1.989], [-0.572, 7.737, 0.202], [0.039, 6.509, 2.247], [0.303, 4.220, 3.257], [2.007, 4.491, 2.875], [1.206, 3.003, 2.344], [3.055, 4.413, -2.106], [2.909, 4.580, -4.545], [1.601, 2.908, -5.820], [0.798, 0.874, -4.677], [2.298, -0.073, -1.738], [1.086, -0.524, -2.920], [-2.184, -2.562, -2.748], [-2.263, -1.098, -3.074], [-3.037, -0.767, -4.188], [-3.415, 0.531, -4.455], [-3.036, 1.518, -3.529], [-3.544, 2.833, -3.496], [-4.627, 3.456, -4.929], [-3.360, 3.650, -2.402], [-2.488, 3.245, -1.404], [-2.526, 4.123, 0.276], [-1.730, 2.075, -1.531], [-0.750, 1.727, -0.735], [-2.132, 1.131, -2.506], [-1.699, -0.161, -2.273], [-1.698, -3.114, -3.556], [-3.203, -2.945, -2.668], [-1.685, -2.746, -1.799], [-3.383, -1.566, -4.825], [-4.044, 0.770, -5.298], [-3.905, 4.574, -2.289], [-4.410, -3.999, 2.225], [-3.470, -3.246, 1.613], [-2.140, -3.595, 1.730], [-1.191, -2.826, 1.070], [-1.515, -1.693, 0.302], [-2.889, -1.379, 0.260], [-3.864, -2.142, 0.879], [-1.857, -4.448, 2.331], [-0.157, -3.144, 1.163], [-3.218, -0.491, -0.280], [-4.910, -1.887, 0.808]], "max_force_ev_per_a": 2.747, "e_above_lowest_ev": 1.3574, "homo_ev": [-5.90, -6.70]}

=====

(3)
{"formula": "C53H42N4O3P2S4SrTe", "method": "ωB97M-V with the def2-TZVPD basis set", "species": ["Sr", "C", "C", "N", "N", "C", "S", "S", "C", "C", "C", "C", "C", "C", "C", "C", "C", "C", "C", "C", "C", "O", "H", "H", "H", "H", "H", "H", "H", "H", "H", "H", "H", "H", "H", "H", "Te", "C", "C", "C", "N", "C", "C", "C", "P", "C", "C", "C", "C", "C", "C", "C", "C", "C", "C", "C", "C", "P", "C", "C", "C", "C", "C", "C", "C", "C", "C", "C", "C", "C", "H", "H", "H", "H", "H", "H", "H", "H", "H", "H", "H", "H", "H", "H", "H", "H", "H", "H", "H", "H", "H", "H", "H", "H", "O", "S", "O", "N", "C", "S", "C", "C", "C", "C", "C", "C", "H", "H", "H", "H"], "xyz": [[1.170, 0.764, 0.928], [-2.516, 0.645, 1.265], [-1.588, 1.451, 2.124], [-0.801, 0.811, 2.919], [-0.226, 1.601, 3.923], [1.009, 1.443, 4.216], [2.269, 0.467, 3.518], [1.512, 2.461, 5.632], [1.262, 4.130, 4.945], [0.185, 4.939, 5.606], [0.504, 5.966, 6.484], [-0.493, 6.714, 7.096], [-1.823, 6.443, 6.828], [-2.150, 5.420, 5.944], [-1.156, 4.671, 5.342], [-1.607, 2.929, 2.006], [-2.775, 3.662, 2.164], [-2.759, 5.045, 2.089], [-1.552, 5.688, 1.829], [-0.388, 4.975, 1.623], [-0.389, 3.573, 1.680], [0.680, 2.862, 1.446], [-3.525, 0.740, 1.675], [-2.244, -0.411, 1.277], [-2.561, 1.020, 0.242], [1.038, 3.995, 3.887], [2.216, 4.656, 5.022], [1.546, 6.183, 6.684], [-0.226, 7.513, 7.778], [-2.605, 7.026, 7.298], [-3.186, 5.208, 5.714], [-1.397, 3.871, 4.656], [-3.706, 3.143, 2.364], [-3.669, 5.615, 2.229], [-1.526, 6.770, 1.768], [0.542, 5.471, 1.383], [4.260, -2.550, -1.088], [4.620, -4.581, -1.491], [5.856, -5.161, -1.230], [6.037, -6.507, -1.506], [5.097, -7.302, -2.009], [3.919, -6.733, -2.253], [3.629, -5.399, -2.020], [2.175, -2.664, -0.947], [1.768, -2.469, 0.848], [0.088, -3.203, 1.054], [-0.733, -2.689, 2.050], [-1.989, -3.238, 2.279], [-2.429, -4.308, 1.516], [-1.609, -4.832, 0.525], [-0.360, -4.282, 0.299], [2.696, -3.747, 1.762], [2.852, -5.046, 1.286], [3.568, -5.979, 2.011], [4.128, -5.627, 3.233], [3.965, -4.339, 3.721], [3.255, -3.401, 2.985], [1.517, -1.115, -1.684], [-0.207, -1.489, -2.198], [-0.619, -2.745, -2.633], [-1.919, -2.941, -3.060], [-2.825, -1.886, -3.060], [-2.423, -0.629, -2.635], [-1.115, -0.439, -2.207], [2.275, -0.961, -3.336], [2.396, -2.056, -4.189], [2.992, -1.917, -5.427], [3.471, -0.677, -5.835], [3.345, 0.420, -4.998], [2.752, 0.274, -3.750], [6.665, -4.590, -0.794], [6.994, -6.971, -1.294], [3.150, -7.383, -2.659], [2.640, -4.993, -2.203], [-0.408, -1.841, 2.647], [-2.622, -2.817, 3.048], [-3.412, -4.728, 1.685], [-1.950, -5.663, -0.080], [0.284, -4.674, -0.475], [2.428, -5.314, 0.329], [3.701, -6.980, 1.621], [4.690, -6.356, 3.803], [4.399, -4.058, 4.672], [3.134, -2.390, 3.362], [0.092, -3.559, -2.614], [-2.236, -3.925, -3.387], [-3.842, -2.043, -3.393], [-3.101, 0.212, -2.634], [-0.824, 0.564, -1.903], [2.030, -3.022, -3.863], [3.087, -2.777, -6.078], [3.934, -0.567, -6.806], [3.700, 1.392, -5.312], [2.649, 1.135, -3.101], [-1.534, 3.941, -6.444], [-2.256, 4.562, -5.363], [-2.532, 5.973, -5.483], [-1.586, 4.215, -3.928], [-2.393, 3.548, -3.137], [-2.088, 3.045, -1.567], [-3.725, 3.229, -3.786], [-4.812, 2.554, -3.256], [-5.924, 2.362, -4.061], [-5.950, 2.838, -5.372], [-4.863, 3.526, -5.897], [-3.770, 3.706, -5.074], [-4.762, 2.198, -2.235], [-6.786, 1.835, -3.670], [-6.826, 2.670, -5.985], [-4.870, 3.904, -6.910]], "max_force_ev_per_a": 0.920, "e_above_lowest_ev": 0.2178, "total_charge": -2, "homo_ev": -2.76}

=====

(4)
{"formula": "C53H43AsCdN4O", "method": "ωB97M-V with the def2-TZVPD basis set", "species": ["Cd", "C", "C", "C", "C", "C", "C", "C", "C", "C", "C", "C", "N", "C", "C", "C", "C", "C", "C", "C", "C", "C", "C", "C", "C", "C", "N", "C", "C", "C", "C", "C", "C", "C", "C", "C", "C", "C", "C", "N", "C", "C", "N", "C", "C", "C", "C", "C", "C", "H", "H", "H", "H", "H", "H", "H", "H", "H", "H", "H", "H", "H", "H", "H", "H", "H", "H", "H", "H", "H", "H", "H", "H", "H", "H", "H", "H", "C", "C", "C", "C", "C", "C", "H", "H", "H", "H", "H", "H", "C", "As", "C", "C", "O", "H", "H", "H", "H", "H", "H", "H", "H", "H"], "xyz": [[-0.478, -0.536, 0.070], [4.532, -0.908, -5.769], [3.293, -0.278, -5.770], [2.456, -0.387, -4.667], [2.838, -1.124, -3.543], [4.072, -1.772, -3.568], [4.915, -1.660, -4.667], [1.919, -1.196, -2.366], [2.403, -0.723, -1.130], [3.762, -0.314, -0.826], [3.803, -0.017, 0.497], [2.462, -0.198, 1.025], [1.670, -0.631, 0.013], [2.047, 0.171, 2.326], [0.730, 0.192, 2.841], [0.327, 0.689, 4.145], [-1.021, 0.575, 4.224], [-1.476, -0.039, 2.990], [-2.795, -0.425, 2.672], [-3.886, -0.012, 3.611], [-4.924, 0.802, 3.150], [-5.931, 1.232, 4.005], [-5.922, 0.849, 5.341], [-4.909, 0.023, 5.806], [-3.903, -0.406, 4.948], [-3.199, -1.161, 1.522], [-2.414, -1.479, 0.466], [-3.124, -2.256, -0.397], [-2.666, -2.756, -1.635], [-3.607, -3.666, -2.370], [-3.648, -5.023, -2.056], [-4.506, -5.880, -2.736], [-5.334, -5.388, -3.736], [-5.301, -4.037, -4.054], [-4.440, -3.182, -3.374], [-1.415, -2.520, -2.246], [-0.977, -3.055, -3.518], [0.274, -2.574, -3.746], [0.632, -1.759, -2.603], [-0.417, -1.742, -1.745], [-4.447, -2.460, 0.154], [-4.499, -1.774, 1.327], [-0.387, -0.241, 2.197], [3.130, 0.679, 3.226], [4.154, -0.165, 3.659], [5.160, 0.306, 4.493], [5.161, 1.633, 4.906], [4.153, 2.485, 4.473], [3.147, 2.011, 3.640], [5.192, -0.817, -6.624], [2.977, 0.297, -6.632], [1.492, 0.108, -4.664], [4.359, -2.393, -2.728], [5.870, -2.172, -4.665], [4.583, -0.271, -1.524], [4.668, 0.288, 1.064], [0.983, 1.075, 4.909], [-1.647, 0.882, 5.047], [-4.929, 1.105, 2.108], [-6.722, 1.870, 3.627], [-6.699, 1.192, 6.014], [-4.902, -0.297, 6.842], [-3.133, -1.075, 5.313], [-3.000, -5.402, -1.273], [-4.524, -6.934, -2.486], [-6.004, -6.055, -4.266], [-5.945, -3.646, -4.832], [-4.411, -2.126, -3.621], [-1.549, -3.724, -4.144], [0.918, -2.794, -4.585], [-5.230, -3.049, -0.299], [-5.328, -1.717, 2.018], [4.150, -1.200, 3.339], [5.941, -0.367, 4.829], [5.942, 2.000, 5.561], [4.152, 3.526, 4.782], [2.365, 2.674, 3.283], [-1.990, 1.200, -1.922], [-0.925, 1.997, -2.329], [-0.556, 3.094, -1.568], [-1.233, 3.393, -0.392], [-2.297, 2.602, 0.016], [-2.682, 1.510, -0.754], [-2.305, 0.359, -2.528], [-0.391, 1.762, -3.244], [0.270, 3.715, -1.887], [-0.919, 4.232, 0.215], [-2.828, 2.835, 0.932], [-3.531, 0.906, -0.460], [2.622, 5.209, -0.206], [2.961, 3.317, -0.024], [4.556, 3.273, 1.054], [3.525, 2.756, -1.780], [1.655, 2.499, 0.543], [3.554, 5.745, -0.389], [2.167, 5.563, 0.717], [1.934, 5.379, -1.033], [5.387, 3.650, 0.454], [4.764, 2.259, 1.391], [4.410, 3.915, 1.922], [4.005, 3.590, -2.294], [2.645, 2.430, -2.332], [4.219, 1.922, -1.697]], "max_force_ev_per_a": 0.383, "e_above_lowest_ev": 0.0000, "homo_ev": -6.46}